Record 1
The following is a DFT calculation (wB97M-V/def2-TZVPD) of 2 unconnected molecules or ions with the total composition C5H14N2O in a non-equilibrium geometry.

Properties
HOMO energy = -9.18 eV
Structure (SMILES) = [H]/N=C(/C)[C@H](N)O.CC
Total charge = 0
LUMO energy = 0.88 eV
Kohn-Sham gap = 10.058 eV

Last column: natural (NBO) charge in e.
Cartesian coordinates (Å):
1 H 1.076 -1.609 0.643  0.322
2 N 0.909 -0.800 1.242  -0.675
3 C 0.589 0.254 0.554  0.289
4 C 0.421 1.564 1.278  -0.703
5 C 1.155 0.405 -1.049  0.207
6 N 2.575 0.187 -1.033  -0.842
7 O 0.919 1.644 -1.637  -0.719
8 H 0.026 2.333 0.613  0.234
9 H 1.383 1.889 1.682  0.234
10 H -0.280 1.429 2.106  0.235
11 H 0.670 -0.387 -1.630  0.151
12 H 3.002 0.797 -0.338  0.361
13 H 2.774 -0.764 -0.730  0.371
14 H 1.741 1.859 -2.108  0.488
15 C -2.079 -0.352 0.066  -0.566
16 C -2.192 -1.856 0.059  -0.620
17 H -0.969 -0.031 -0.329  0.201
18 H -2.274 0.058 1.059  0.206
19 H -2.774 0.120 -0.632  0.205
20 H -1.535 -2.296 0.816  0.211
21 H -1.923 -2.268 -0.919  0.200
22 H -3.213 -2.177 0.287  0.210


Record 2
The following is a DFT calculation (wB97M-V/def2-TZVPD) of 3 unconnected molecules or ions with the total composition C5H14N2O in a non-equilibrium geometry.

Properties
HOMO energy = -7.21 eV
Total charge = 0
LUMO energy = 0.54 eV
Kohn-Sham gap = 7.755 eV

Last column: natural (NBO) charge in e.
Cartesian coordinates (Å):
1 C -1.662 -1.264 -0.356  -0.148
2 C -1.260 1.207 -0.908  -0.694
3 C -1.129 0.085 0.069  0.426
4 O -1.321 -2.282 0.565  -0.717
5 N -0.929 0.344 1.325  -0.696
6 H -0.524 -2.722 0.243  0.487
7 H -1.021 -0.467 1.931  0.387
8 H -1.326 -1.489 -1.374  0.194
9 H -2.757 -1.202 -0.380  0.206
10 H -0.813 0.946 -1.865  0.233
11 H -0.796 2.114 -0.526  0.248
12 H -2.323 1.418 -1.067  0.238
13 C 1.888 1.147 0.217  -0.076
14 C 1.441 -0.726 -0.557  -0.842
15 N 1.395 1.447 1.430  -0.877
16 H 0.115 0.957 1.568  0.415
17 H 1.971 1.038 2.161  0.339
18 H 1.480 1.718 -0.611  0.158
19 H 2.958 0.968 0.128  0.177
20 H 2.478 -0.833 -0.877  0.199
21 H 1.298 -1.391 0.296  0.172
22 H 0.835 -1.013 -1.413  0.171


Record 3
The following is a DFT calculation (wB97M-V/def2-TZVPD) of C5H14N2O in the gas phase in a non-equilibrium geometry.

Properties
HOMO energy = -7.84 eV
Structure (SMILES) = C[C@@H](CN)[C@@H](N)CO
Total charge = 0
LUMO energy = 0.80 eV
Kohn-Sham gap = 8.639 eV

Last column: natural (NBO) charge in e.
Cartesian coordinates (Å):
1 C -0.917 -1.011 1.023  -0.629
2 C -0.458 -0.257 -0.212  -0.233
3 C -1.576 1.043 -0.510  -0.201
4 N -2.854 0.590 -0.986  -0.836
5 C 0.840 0.442 -0.133  -0.037
6 N 1.026 1.284 0.992  -0.842
7 C 1.959 -0.946 -0.240  -0.099
8 O 2.996 -0.487 -1.086  -0.738
9 H -0.964 -0.353 1.889  0.204
10 H -1.911 -1.427 0.863  0.211
11 H -0.242 -1.834 1.249  0.209
12 H -0.499 -0.873 -1.111  0.201
13 H -1.157 1.738 -1.239  0.184
14 H -1.691 1.563 0.441  0.190
15 H -3.295 -0.043 -0.329  0.349
16 H -2.766 0.114 -1.876  0.350
17 H 1.040 1.007 -1.045  0.203
18 H 1.872 1.835 0.945  0.368
19 H 0.973 0.795 1.876  0.360
20 H 1.587 -1.863 -0.703  0.169
21 H 2.304 -1.191 0.773  0.149
22 H 3.735 -0.128 -0.580  0.467


Record 4
The following is a DFT calculation (wB97M-V/def2-TZVPD) of 2 unconnected molecules or ions with the total composition C5H14N2O in a non-equilibrium geometry.

Properties
HOMO energy = -9.18 eV
Structure (SMILES) = N/C=C/CCCN.O
Total charge = 0
LUMO energy = 0.69 eV
Kohn-Sham gap = 9.871 eV

Last column: natural (NBO) charge in e.
Cartesian coordinates (Å):
1 N -1.605 -1.405 -2.735  -0.853
2 C -1.376 -1.294 -1.313  -0.016
3 C -0.271 -1.549 -0.638  -0.229
4 C -0.146 -1.227 0.827  -0.410
5 C 0.986 -0.183 1.156  -0.402
6 C 1.479 0.668 0.004  -0.226
7 N 2.515 1.596 0.417  -0.849
8 H -1.145 -2.211 -3.145  0.358
9 H -1.179 -0.604 -3.190  0.364
10 H -2.252 -0.808 -0.889  0.175
11 H 0.523 -2.127 -1.106  0.199
12 H 0.046 -2.069 1.456  0.213
13 H -1.114 -0.804 1.105  0.189
14 H 0.509 0.293 2.020  0.197
15 H 1.760 -0.760 1.643  0.202
16 H 0.621 1.043 -0.538  0.180
17 H 1.982 -0.075 -0.622  0.181
18 H 2.526 2.452 -0.118  0.363
19 H 2.555 1.825 1.400  0.362
20 O -2.501 2.589 1.526  -0.925
21 H -2.299 1.680 1.270  0.463
22 H -1.616 2.968 1.470  0.464


Record 5
The following is a DFT calculation (wB97M-V/def2-TZVPD) of C5H14N2O in the gas phase in a non-equilibrium geometry.

Properties
HOMO energy = -8.34 eV
Structure (SMILES) = NCCNCCCO
Total charge = 0
LUMO energy = 0.85 eV
Kohn-Sham gap = 9.194 eV

Last column: natural (NBO) charge in e.
Cartesian coordinates (Å):
1 N 1.495 1.807 0.772  -0.851
2 C 1.780 1.780 -0.661  -0.221
3 C 0.795 0.833 -1.365  -0.209
4 N 0.749 -0.456 -0.749  -0.652
5 C -0.474 -1.251 -0.924  -0.210
6 C -0.829 -1.931 0.365  -0.437
7 C -1.422 -1.045 1.434  -0.070
8 O -2.850 -0.979 1.269  -0.731
9 H 0.640 2.315 0.961  0.354
10 H 2.248 2.270 1.264  0.364
11 H 1.601 2.738 -1.154  0.169
12 H 2.802 1.434 -0.829  0.194
13 H -0.150 1.366 -1.372  0.142
14 H 1.032 0.766 -2.432  0.183
15 H 1.061 -0.397 0.210  0.378
16 H -1.280 -0.535 -1.115  0.171
17 H -0.297 -1.980 -1.713  0.192
18 H -1.620 -2.673 0.187  0.225
19 H 0.030 -2.502 0.737  0.206
20 H -0.996 -0.035 1.410  0.165
21 H -1.219 -1.475 2.414  0.170
22 H -3.095 -0.052 1.291  0.468


Record 6
The following is a DFT calculation (wB97M-V/def2-TZVPD) of 2 unconnected molecules or ions with the total composition C5H14N2O.

Properties
HOMO energy = -9.04 eV
Structure (SMILES) = C=C(C)O.NCCN
Total charge = 0
LUMO energy = 0.77 eV
Kohn-Sham gap = 9.808 eV

Last column: natural (NBO) charge in e.
Cartesian coordinates (Å):
1 C -1.010 -1.809 -1.188  -0.509
2 C -0.882 -2.307 0.032  0.322
3 C -1.175 -3.726 0.400  -0.675
4 O -0.506 -1.490 1.069  -0.697
5 H -1.335 -2.466 -1.976  0.205
6 H -0.789 -0.772 -1.402  0.208
7 H -1.490 -4.300 -0.470  0.232
8 H -0.295 -4.197 0.846  0.214
9 H -1.975 -3.766 1.138  0.221
10 H -0.213 -2.030 1.820  0.482
11 N 1.771 3.151 -1.350  -0.834
12 C 1.454 2.082 -0.389  -0.222
13 C 0.231 2.465 0.432  -0.223
14 N 0.058 1.543 1.569  -0.839
15 H 1.133 3.097 -2.138  0.347
16 H 2.697 2.998 -1.730  0.355
17 H 2.297 1.924 0.279  0.194
18 H 1.275 1.113 -0.880  0.156
19 H 0.402 3.459 0.840  0.193
20 H -0.631 2.485 -0.243  0.154
21 H -0.720 1.897 2.119  0.347
22 H -0.295 0.651 1.220  0.369


Record 7
The following is a DFT calculation (wB97M-V/def2-TZVPD) of 2 unconnected molecules or ions with the total composition C5H14N2O in a non-equilibrium geometry.

Properties
HOMO energy = -8.00 eV
Structure (SMILES) = N/C=C/CCCN.O
Total charge = 0
LUMO energy = 0.86 eV
Kohn-Sham gap = 8.857 eV

Last column: natural (NBO) charge in e.
Cartesian coordinates (Å):
1 N -2.793 1.115 1.631  -0.818
2 C -1.468 1.436 1.439  0.011
3 C -0.789 1.305 0.304  -0.309
4 C 0.692 1.469 0.106  -0.422
5 C 1.453 0.134 0.084  -0.395
6 C 1.068 -0.764 -1.061  -0.220
7 N 1.367 -0.158 -2.339  -0.852
8 H -3.362 0.906 0.827  0.375
9 H -3.327 1.535 2.369  0.381
10 H -0.979 1.787 2.333  0.186
11 H -1.299 0.916 -0.578  0.178
12 H 1.150 2.131 0.847  0.210
13 H 0.867 2.009 -0.816  0.199
14 H 2.523 0.354 0.046  0.206
15 H 1.331 -0.349 1.057  0.203
16 H -0.008 -0.966 -0.961  0.148
17 H 1.563 -1.730 -1.004  0.197
18 H 1.374 -0.824 -3.093  0.364
19 H 0.786 0.635 -2.565  0.357
20 O 0.160 -3.955 0.468  -0.944
21 H -0.019 -3.424 -0.311  0.472
22 H -0.289 -3.565 1.218  0.473


Record 8
The following is a DFT calculation (wB97M-V/def2-TZVPD) of 2 unconnected molecules or ions with the total composition C5H14N2O in a non-equilibrium geometry.

Properties
HOMO energy (alpha / beta) = -12.98 / -12.84 eV
Total charge = +1
LUMO energy (alpha / beta) = -4.53 / -8.17 eV
Kohn-Sham gap (alpha / beta) = 8.448 / 4.671 eV
2S+1 = 2

Last column: Mulliken spin population.
Cartesian coordinates (Å):
1 C 0.738 1.798 0.174  0.019
2 C -0.469 0.838 0.345  0.020
3 C -0.108 -0.540 -0.280  0.076
4 C -1.108 -1.617 0.115  0.077
5 C -0.148 -1.833 2.365  -0.047
6 N -0.956 -2.089 1.465  0.705
7 N -1.683 1.271 -0.305  0.016
8 H 0.589 2.593 0.894  0.003
9 H 0.928 2.034 -0.872  0.001
10 H 1.627 1.203 0.416  -0.002
11 H -0.630 0.728 1.413  -0.003
12 H -0.074 -0.407 -1.367  0.018
13 H 0.928 -0.871 -0.137  -0.012
14 H -2.151 -1.362 -0.050  -0.005
15 H -0.844 -2.484 -0.493  0.016
16 H 0.544 -0.999 2.492  0.057
17 H -0.170 -2.585 3.169  0.059
18 H -1.477 1.781 -1.156  0.000
19 H -2.298 1.806 0.295  0.000
20 H 2.734 0.434 -2.207  0.000
21 H 2.087 -0.124 -3.524  0.000
22 O 1.943 0.427 -2.751  0.002


Record 9
The following is a DFT calculation (wB97M-V/def2-TZVPD) of 2 unconnected molecules or ions with the total composition C5H14N2O in a non-equilibrium geometry.

Properties
HOMO energy (alpha / beta) = -15.25 / -15.24 eV
Total charge = +1
LUMO energy (alpha / beta) = -3.91 / -8.63 eV
Kohn-Sham gap (alpha / beta) = 11.335 / 6.608 eV
2S+1 = 2

Last column: Mulliken spin population.
Cartesian coordinates (Å):
1 C 2.339 -1.655 -0.319  0.000
2 C 1.955 -0.205 -0.617  0.001
3 C 0.562 -0.005 -1.217  0.077
4 C -0.610 -0.360 -0.266  -0.007
5 N -0.934 0.744 0.599  0.550
6 C -0.219 1.008 1.742  -0.105
7 N -0.380 2.040 2.463  0.482
8 H 1.581 -2.196 0.258  0.000
9 H 2.523 -2.202 -1.240  0.000
10 H 3.255 -1.665 0.265  0.000
11 H 2.664 0.275 -1.285  0.007
12 H 2.034 0.364 0.307  0.004
13 H 0.450 -0.599 -2.121  0.005
14 H 0.494 1.021 -1.581  -0.001
15 H -1.507 -0.581 -0.848  0.019
16 H -0.302 -1.232 0.304  -0.002
17 H -1.299 1.536 0.060  -0.018
18 H 0.470 0.203 1.991  -0.002
19 H -1.140 2.674 2.221  -0.014
20 H -3.564 0.611 0.349  -0.001
21 H -4.119 -0.320 -0.744  0.000
22 O -4.254 0.545 -0.322  0.002


Record 10
The following is a DFT calculation (wB97M-V/def2-TZVPD) of a gas-phase ion, C5H14N2O (charge +2) in a non-equilibrium geometry.

Properties
HOMO energy = -19.48 eV
Structure (SMILES) = C[C@]([NH3+])(O)[C@H]1C[C@@H]1[NH3+]
Total charge = +2
LUMO energy = -6.98 eV
Kohn-Sham gap = 12.502 eV

Last column: natural (NBO) charge in e.
Cartesian coordinates (Å):
1 C 1.963 0.931 0.491  -0.749
2 C 1.056 -0.016 -0.162  0.506
3 N 1.676 -1.511 0.193  -0.773
4 O 0.951 0.022 -1.466  -0.698
5 C -0.423 0.042 0.455  -0.276
6 C -1.173 1.314 0.239  -0.394
7 C -1.599 0.115 -0.555  -0.062
8 N -2.825 -0.640 -0.120  -0.678
9 H 3.023 1.048 0.208  0.274
10 H 1.627 1.924 0.279  0.273
11 H 2.073 0.995 1.502  0.273
12 H 2.582 -1.297 -0.163  0.444
13 H 1.708 -1.897 1.205  0.460
14 H 1.280 -2.374 -0.271  0.452
15 H 1.537 0.508 -2.050  0.540
16 H -0.406 -0.590 1.278  0.235
17 H -1.874 1.654 0.984  0.258
18 H -0.714 2.068 -0.353  0.271
19 H -1.513 -0.044 -1.544  0.245
20 H -2.387 -1.595 0.006  0.468
21 H -3.468 -0.519 -0.900  0.471
22 H -3.097 -0.137 0.743  0.461